1.
Computed, not measured: a 6-piece molecular cluster, C24H63N3O11 overall, with ωB97M-V/def2-TZVPD.

```
101
Properties=species:S:1:pos:R:3:forces:R:3:mulliken_charge:R:1
C 9.01747 1.25788 2.59420 0.99 -0.63 2.04 -0.717
O 7.99647 2.13888 2.66220 -1.23 0.14 0.19 -0.304
C 7.38047 2.37888 1.39820 2.14 1.24 0.64 -0.546
C 6.21147 3.10188 1.83320 -4.33 -0.62 0.05 -0.518
N 5.24147 3.32788 0.73520 -0.70 0.26 0.60 -0.439
C 3.95247 3.85488 1.22520 0.42 1.23 -0.48 -0.452
C 3.06747 4.16288 -0.01080 7.28 -2.29 -2.13 0.042
O 2.04847 4.84688 0.14120 -10.24 5.72 4.13 -0.419
C 0.89447 4.33988 0.93420 0.58 -1.85 -1.58 0.066
H 9.64947 1.33888 3.48220 -0.27 -0.04 0.24 0.279
H 9.64947 1.48188 1.82020 1.78 0.50 -2.39 0.414
H 8.71047 0.24488 2.50020 -0.49 -1.20 -0.12 0.106
H 7.21547 1.49088 0.76820 0.08 0.24 0.28 0.297
H 8.01847 3.15888 0.95720 0.19 -0.74 -0.99 0.423
H 6.44347 3.97488 2.42820 0.20 0.55 -0.44 0.461
H 5.67947 2.45688 2.54820 0.18 -0.12 0.38 0.162
H 4.87147 2.42488 0.46420 0.86 -0.69 -0.55 0.352
H 4.17047 4.77888 1.80320 -0.45 -0.26 -0.44 0.500
H 3.39247 3.18888 1.88820 0.24 -0.35 0.25 0.057
H 2.76947 3.32088 -0.61480 0.93 -1.48 -0.12 -0.226
H 3.61847 4.87088 -0.70980 0.65 -1.41 0.58 0.302
H 1.07647 3.73788 1.86020 0.48 1.65 0.06 0.360
H 0.49347 3.47188 0.37920 -0.09 0.40 -0.62 -0.410
H 0.07347 5.06888 0.93620 0.91 0.03 0.48 0.169
C -0.88853 0.29288 -1.42180 1.13 -0.85 1.38 -0.422
O 0.02147 1.35688 -1.16980 1.16 -0.69 0.25 -0.187
C 1.43747 0.98288 -1.06480 -1.25 1.10 -0.41 -1.518
C 1.84847 0.87888 0.37320 -1.33 -1.96 1.08 1.223
N 3.27247 0.63288 0.50120 0.84 0.34 1.05 -0.083
C 3.60047 0.11388 1.86720 -0.29 0.68 0.56 0.341
C 4.85647 -0.68112 1.89620 -0.84 1.80 -8.31 -0.194
O 5.19847 -1.08612 3.01420 2.49 -4.23 9.42 -0.330
C 6.30647 -2.00112 3.04120 0.51 1.05 1.17 -0.806
H -1.84653 0.71088 -1.14280 -0.40 -0.33 -0.34 0.100
H -0.65853 -0.60512 -0.73880 -0.41 1.11 -0.81 -0.005
H -0.79553 -0.04612 -2.44980 -0.35 -0.02 -0.18 0.511
H 1.89447 1.90588 -1.47980 0.38 -1.22 -0.37 0.255
H 1.66247 -0.01012 -1.53380 -0.17 1.10 -0.36 0.491
H 1.42547 -0.08312 0.77820 -0.65 0.99 -0.24 0.465
H 1.37747 1.69488 0.94020 0.89 -0.02 0.01 -0.999
H 3.41547 -0.10912 -0.18980 0.56 0.08 0.44 0.342
H 2.77447 -0.51512 2.27220 0.31 0.48 -0.10 -0.375
H 3.92547 0.85588 2.62820 -1.36 0.59 -0.59 0.071
H 5.69247 0.00188 1.58520 -0.50 -0.45 -1.44 -0.195
H 4.60747 -1.54812 1.25520 0.85 0.06 -0.99 0.431
H 7.13547 -1.66612 2.43520 0.46 1.03 0.04 0.225
H 6.18647 -2.94612 2.60220 -1.52 -1.53 -0.76 0.390
H 6.65147 -2.22412 4.07420 -0.48 0.75 -0.58 0.303
C -8.80053 -6.94612 -5.46980 0.53 0.97 0.93 -0.801
O -7.46053 -6.68912 -5.01680 -1.52 -3.70 -0.17 -0.326
C -7.00753 -5.42512 -5.23380 -1.53 0.67 2.01 -0.269
C -6.01353 -5.12012 -4.11680 1.30 0.73 -2.40 -0.645
N -5.44353 -3.81012 -4.46680 -0.05 -0.67 0.53 -0.280
C -4.45953 -3.49412 -3.45280 -0.27 -0.69 -0.13 -0.306
C -4.05953 -2.04712 -3.34480 -2.65 -1.03 -2.70 -0.775
O -3.15053 -1.91112 -2.43980 3.61 1.20 5.72 -0.204
C -3.67153 -1.82112 -1.11280 0.53 1.59 -0.03 -0.078
H -9.46953 -6.38712 -4.81380 -0.28 -0.03 0.08 0.324
H -9.08653 -7.97712 -5.47080 0.46 -0.78 0.54 0.280
H -9.01253 -6.63112 -6.46680 0.31 0.62 -1.01 0.327
H -7.95753 -4.81212 -5.08280 1.41 0.45 -0.65 0.307
H -6.56753 -5.39412 -6.20580 0.34 0.84 -0.78 0.275
H -5.15253 -5.81012 -4.13180 -0.49 -0.15 -0.19 0.264
H -6.39253 -5.15312 -3.11880 -0.85 -0.04 0.71 0.305
H -6.20853 -3.16512 -4.53180 -0.17 0.67 0.26 0.253
H -3.59653 -4.16612 -3.71980 -0.40 0.90 0.70 0.164
H -4.83353 -3.75612 -2.43380 0.26 -0.26 -0.47 0.209
H -4.88053 -1.37812 -3.13380 -0.99 0.16 -0.25 0.388
H -3.55653 -1.71012 -4.18780 0.24 0.52 -2.51 0.378
H -4.29053 -0.92512 -0.87380 -0.70 -0.61 -1.17 0.248
H -2.89253 -1.47912 -0.47380 1.23 -0.75 0.48 -0.509
H -4.10353 -2.74412 -0.80180 -0.36 -0.52 0.48 0.362
O 0.46747 -1.83612 2.04720 2.90 1.85 -4.48 -0.380
C -0.55953 -2.09412 2.81620 -3.01 -1.07 2.83 -0.361
C -1.72353 -2.44712 1.97420 -2.62 1.88 -1.46 -0.031
O -1.38853 -3.26812 0.89120 0.57 -1.06 0.26 -0.591
H 1.14647 -2.26712 2.48320 2.79 -0.96 0.39 0.154
H -0.22153 -2.82412 3.51820 -0.61 -1.30 0.72 0.654
H -0.68053 -1.23812 3.40420 -1.44 1.49 1.24 0.247
H -2.07553 -1.55912 1.41620 0.52 0.85 0.69 -0.441
H -2.71153 -2.63812 2.40920 0.67 -1.13 0.61 0.438
H -0.62553 -2.76212 0.58120 0.18 -0.65 -0.63 0.346
O -0.40853 1.49588 3.26920 -4.10 3.06 0.09 -0.664
C -1.28453 1.43688 2.09520 3.30 1.37 -0.75 1.452
C -2.66953 1.15688 2.31820 -2.27 0.27 0.96 -0.753
O -3.28153 0.87488 1.07720 0.05 -1.16 0.70 -0.482
H 0.25447 0.94488 3.02020 3.32 -2.44 -0.73 0.386
H -1.18553 2.25388 1.30720 0.05 0.14 1.54 -0.584
H -0.84653 0.69688 1.51420 0.43 -2.10 -1.19 -0.259
H -3.11753 2.08088 2.71920 -0.29 -0.45 0.49 0.386
H -2.80053 0.31188 3.01120 -0.18 0.30 -0.22 0.237
H -3.26753 1.69488 0.59220 -0.34 0.68 -0.86 0.321
C -2.71853 4.85288 0.40920 1.48 3.25 -0.02 -0.924
C -2.50453 4.03488 -0.78580 -0.73 -2.64 -0.28 0.193
O -3.48653 2.94488 -0.62180 -0.83 0.10 -1.08 -0.548
H -2.84853 4.29188 1.30320 0.39 -0.67 0.69 0.130
H -3.60753 5.46588 0.33020 -0.32 0.14 -0.18 0.419
H -1.85653 5.59088 0.48920 -1.03 -0.76 0.32 0.259
H -1.48453 3.53188 -0.80480 -1.27 0.75 -0.38 -0.203
H -2.86053 4.45288 -1.72980 1.14 0.62 0.03 0.436
H -4.32853 3.24688 -1.04980 1.17 -0.60 0.73 0.277
```
Forces are in eV/Å.

Its spin multiplicity is 1. For the relative energy (zero: lowest compared OMol25 entry of this formula, charge and spin), the calculation gives 68.4 kcal/mol. As for the SMILES: COCCNCCOC.COCCNCCOC.COCCNCCOC.OCCO.OCCO.CCO.


2.
Computed, not measured: C24H63O25P5S as an isolated structure, with ωB97M-V/def2-TZVPD.

```
118
Properties=species:S:1:pos:R:3:forces:R:3:mulliken_charge:R:1
C 0.92455 1.24888 2.33718 -0.08 -0.21 -0.36 -1.505
C 0.35522 0.19981 1.37741 0.01 0.93 0.24 0.421
O 1.25180 0.08194 0.25278 -0.13 -1.31 0.61 -0.199
C 0.73581 -0.55377 -0.86598 -0.07 1.20 -1.33 1.283
C 1.71216 -1.47586 -1.62362 0.49 0.35 0.30 -1.234
C 3.03183 -1.77229 -0.90365 -0.10 -0.70 -0.45 -1.244
C 3.03398 -3.01303 0.00730 0.37 0.73 0.89 0.801
C 4.14408 -2.81527 1.05876 -0.19 -0.16 -0.21 -1.596
C 1.73322 -3.22703 0.76630 -0.13 -0.41 -0.11 -1.077
C 0.31081 0.61940 -1.77032 -0.51 1.08 -0.56 -1.234
O -0.84004 0.20189 -2.54921 0.38 -1.17 -0.03 -0.427
S -1.71641 -0.56834 -1.47121 -1.80 1.41 0.06 1.102
O -2.60141 -1.53251 -2.01034 0.80 -0.65 -0.50 -0.494
O -2.36516 0.46638 -0.72975 0.48 -0.05 0.78 -0.695
O -0.53861 -1.25449 -0.67945 0.15 -0.20 0.29 0.282
H 0.26837 2.11589 2.32159 0.09 0.13 0.20 0.354
H 0.98633 0.86343 3.35076 0.07 0.08 0.07 0.383
H 1.90587 1.56424 1.98903 0.11 -0.05 0.14 0.291
H -0.60437 0.59043 1.03923 -0.14 -0.38 -0.17 0.075
H 0.21521 -0.76336 1.86354 0.03 -0.12 -0.15 -0.054
H 1.19691 -2.37419 -1.95742 -0.06 -0.10 0.19 0.323
H 1.97263 -0.93420 -2.53226 -0.05 -0.05 -0.09 0.451
H 3.77848 -1.94570 -1.68154 0.08 0.09 0.00 0.448
H 3.36925 -0.89466 -0.35699 -0.14 0.06 0.08 0.369
H 3.29372 -3.90442 -0.56574 -0.28 -0.03 -0.18 0.391
H 5.13433 -2.93178 0.62022 0.08 0.04 0.07 0.394
H 4.01840 -3.52358 1.87792 0.19 -0.12 -0.02 0.384
H 4.06391 -1.81321 1.48159 0.05 0.03 0.06 0.346
H 1.78882 -4.15787 1.32791 0.01 -0.03 0.03 0.555
H 0.85764 -3.32530 0.12220 -0.02 0.09 -0.03 0.153
H 1.55436 -2.43871 1.49905 0.03 0.13 -0.08 -0.046
H 1.06210 0.98127 -2.46357 0.18 -0.34 -0.04 0.405
H -0.02603 1.48119 -1.19226 0.14 -0.14 0.36 0.488
C -1.03328 3.85314 -3.07095 0.08 -0.31 0.18 -0.671
O -1.12980 4.88509 -2.06613 -0.01 0.25 -2.68 -0.208
P -0.09765 6.11059 -2.13509 0.18 1.67 4.44 0.776
O 1.15582 5.69182 -1.48547 0.32 -0.37 -0.69 -0.348
O -1.01022 7.05820 -1.20192 0.33 0.05 0.15 -0.374
C -1.14266 6.74583 0.18509 -0.11 -0.03 0.05 -0.626
O 0.17012 7.20871 -3.23950 -0.85 -1.46 -1.35 -0.395
C 0.48577 8.54539 -2.81487 0.09 0.29 -0.12 -0.585
H -1.82582 3.13397 -2.88404 -0.01 0.04 0.11 0.236
H -1.16088 4.25975 -4.07355 0.00 0.05 0.02 0.403
H -0.06576 3.35507 -2.98955 0.00 0.01 -0.06 0.224
H -0.27423 6.19567 0.54757 0.01 0.00 -0.03 0.306
H -2.04685 6.16027 0.35144 0.01 -0.03 -0.02 0.224
H -1.22102 7.68725 0.72547 -0.01 0.01 -0.02 0.266
H 1.19488 8.52689 -1.98971 -0.01 -0.06 0.01 0.291
H -0.41624 9.07752 -2.52798 -0.05 -0.10 0.06 0.252
H 0.93256 9.03404 -3.67667 0.04 -0.10 -0.02 0.257
C -2.92688 -3.24236 0.99771 -0.02 -0.31 -0.24 -0.327
O -2.89722 -3.78777 2.33039 1.87 1.32 -0.91 -0.170
P -1.76518 -4.83506 2.79204 -2.10 -2.44 2.58 0.690
O -2.23627 -6.16738 2.38834 0.30 0.01 -0.44 -0.723
O -1.94040 -4.51113 4.35646 0.33 -0.48 0.07 -0.301
C -3.18629 -4.79104 4.97291 -0.54 0.43 0.28 -0.563
O -0.18568 -4.78153 2.77205 -0.26 1.60 -1.14 0.019
C 0.52563 -5.43481 3.83508 0.28 -0.04 0.11 -0.695
H -3.78183 -2.57732 0.91534 -0.05 -0.04 0.16 0.284
H -2.01986 -2.67512 0.79389 0.02 -0.01 0.02 -0.146
H -3.03023 -4.05147 0.27337 0.02 0.05 -0.05 0.467
H -3.76589 -5.55818 4.45966 0.17 0.01 -0.21 0.356
H -3.75197 -3.85804 4.99945 -0.19 -0.11 0.01 0.034
H -3.03286 -5.11872 5.99993 0.29 0.01 -0.04 0.266
H 0.08618 -6.40786 4.04605 -0.04 0.01 -0.04 0.352
H 0.52905 -4.81763 4.72941 -0.11 0.03 -0.01 0.266
H 1.54645 -5.55861 3.48131 -0.04 -0.02 -0.09 0.258
C -3.21731 -7.19529 -7.07451 0.07 -0.24 0.09 -0.740
O -3.99394 -6.64119 -5.99382 1.09 1.12 -1.72 -0.263
P -3.33604 -5.51170 -5.07181 -1.77 -0.12 3.62 1.003
O -2.50341 -6.13099 -4.03299 0.51 -0.14 -0.42 -0.646
O -4.73709 -4.95469 -4.50887 0.17 0.02 0.14 -0.277
C -5.45980 -5.74143 -3.56254 -0.10 -0.04 0.03 -0.715
O -2.74835 -4.12641 -5.54071 -0.02 -0.67 -1.79 -0.426
C -2.89840 -2.99638 -4.65945 0.04 0.25 0.00 -0.485
H -3.85625 -7.89370 -7.60658 -0.06 0.00 0.06 0.232
H -2.89538 -6.41627 -7.76538 -0.02 0.03 0.01 0.318
H -2.34876 -7.72482 -6.68162 0.00 0.02 0.02 0.329
H -4.78875 -6.38532 -2.99416 0.03 0.01 -0.02 0.358
H -6.20795 -6.34701 -4.07489 0.03 -0.02 -0.02 0.223
H -5.95954 -5.05524 -2.88124 0.00 0.01 -0.02 0.253
H -2.69442 -3.27755 -3.63209 0.01 -0.09 -0.02 0.300
H -3.89957 -2.58282 -4.74414 -0.05 -0.10 0.01 0.271
H -2.17857 -2.25014 -4.98649 0.09 -0.11 -0.04 0.284
C -4.10474 -0.67820 4.47745 0.31 -0.32 0.32 -0.753
O -4.14936 0.39253 5.43367 -0.89 1.21 -3.21 -0.400
P -3.09283 1.66564 5.34444 2.67 -0.38 6.52 1.121
O -1.96145 0.99943 6.06536 0.01 -0.31 -0.66 -0.655
O -4.02927 2.60064 6.25681 -0.06 0.20 -0.31 -0.331
C -4.40244 2.14558 7.55958 -0.22 -0.09 0.06 -0.669
O -2.23242 2.89923 4.71884 -1.62 -0.55 -2.61 -0.344
C -1.88642 3.97656 5.59111 -0.12 0.36 0.05 -0.607
H -4.90101 -1.36842 4.74412 -0.02 0.03 0.02 0.280
H -4.26497 -0.33254 3.45702 -0.04 0.06 0.03 0.358
H -3.14351 -1.18950 4.55948 0.00 -0.02 -0.10 0.354
H -3.65840 1.45500 7.95652 0.02 -0.01 -0.06 0.351
H -5.37663 1.66033 7.52421 0.01 -0.03 -0.02 0.233
H -4.46054 3.02348 8.20034 0.00 0.03 -0.05 0.249
H -1.54561 3.58911 6.55053 -0.01 -0.07 -0.03 0.326
H -2.72392 4.65616 5.73207 -0.03 -0.05 0.03 0.236
H -1.07689 4.50926 5.09614 0.02 -0.11 -0.06 0.238
C 4.12642 4.24750 -1.49645 -0.13 -0.10 0.26 -0.672
O 5.53418 4.56315 -1.36377 -1.23 -0.44 -1.91 -0.259
P 6.59540 3.56589 -2.00474 3.40 0.37 2.05 1.010
O 6.85219 2.43631 -1.10107 -0.54 -0.33 -0.18 -0.660
O 7.80381 4.63081 -2.03779 0.09 -0.24 0.01 -0.325
C 8.43438 4.99132 -0.80979 0.03 0.09 0.06 -0.671
O 6.68631 3.12766 -3.52063 -1.70 0.69 -0.18 -0.348
C 7.98673 2.88262 -4.07649 0.10 -0.12 -0.25 -0.582
H 3.55088 5.05632 -1.06073 0.08 0.06 0.00 0.243
H 3.85058 4.15303 -2.54641 0.02 0.04 -0.01 0.310
H 3.90373 3.31921 -0.96782 0.03 0.00 -0.01 0.341
H 8.34710 4.19104 -0.07507 -0.02 -0.02 -0.02 0.348
H 7.98833 5.90506 -0.41622 -0.04 -0.02 0.00 0.225
H 9.48713 5.16919 -1.02175 -0.01 0.01 -0.02 0.230
H 8.59886 2.31186 -3.38065 -0.03 0.01 0.04 0.318
H 8.47548 3.81915 -4.33061 -0.03 0.05 0.10 0.245
H 7.82313 2.30617 -4.98340 -0.06 -0.05 0.05 0.252
```
Forces are in eV/Å.

Its spin multiplicity is 1.


Gap between HOMO and LUMO (computed, eV): 8.94 8.46